# 1
{
  "formula": "C20H56AsF6O8",
  "method": "the ωB97M-V functional and the def2-TZVPD basis",
  "relative_energy_kcal_mol": 0.0,
  "multiplicity": 1,
  "total_energy_ha": -4232.6894,
  "charge": -1,
  "molar_mass_g_mol": 613.57,
  "homo_lumo_gap_ev": 10.009,
  "symbols": ["H", "H", "H", "H", "C", "O", "C", "O", "C", "H", "H", "H", "H", "H", "As", "H", "H", "C", "H", "H", "H", "H", "H", "O", "C", "O", "H", "H", "O", "C", "C", "O", "H", "H", "H", "H", "H", "F", "H", "H", "H", "C", "H", "H", "H", "H", "H", "H", "H", "H", "O", "H", "C", "O", "H", "H", "H", "F", "C", "C", "H", "H", "C", "H", "H", "C", "H", "H", "C", "H", "H", "H", "C", "H", "F", "C", "H", "H", "H", "H", "H", "F", "C", "C", "F", "H", "F", "C", "C", "H", "H"],
  "positions_angstrom": [[1.8000, -1.2111, 5.3763], [0.2857, -2.8310, 0.1676], [4.1781, -2.3602, -2.3943], [-4.1150, -1.9309, -2.0261], [3.6624, 3.8893, 1.3146], [4.2673, 0.9476, -2.9973], [5.1982, 2.8186, -0.3661], [4.1170, 1.5411, 1.3721], [-3.3969, -2.0875, 2.5284], [3.2477, -3.1060, 4.5557], [-2.2153, -3.8406, 3.0707], [-2.9627, 1.8511, -0.2550], [4.0844, 4.8899, 1.1656], [0.9533, 5.5362, 1.0635], [0.4829, 0.5427, 0.1669], [4.3535, 2.6686, -1.0366], [5.5935, 3.8073, -0.6201], [-3.6540, 2.0460, -1.0738], [-1.9328, 1.9662, -1.9540], [-1.8699, -0.7263, -2.5103], [2.8940, -1.2824, -3.0997], [-2.7037, -2.7573, -3.8809], [3.1815, 1.6404, 1.1585], [-3.4907, -1.5677, -5.3149], [-2.0704, -0.7347, -3.5770], [-2.8125, 2.2246, -2.2481], [0.7145, -3.1547, -2.3169], [2.6165, -0.4243, 2.8540], [2.9291, -0.6419, 3.7368], [-4.3537, -1.6066, -3.0412], [3.7065, -1.3787, -2.3794], [1.5496, 5.6209, 3.0716], [2.2423, 6.2507, 2.8535], [5.4457, -0.2780, -1.8493], [-1.2598, -2.4472, 2.7119], [-3.5869, 4.1186, -0.5328], [5.9610, 2.0605, -0.5301], [-0.9279, 0.1466, 1.0858], [-3.7703, -2.3117, 0.3939], [-4.7015, -0.5730, -3.0616], [-4.9161, -3.1795, 1.4045], [4.7055, 2.8106, 1.0682], [-2.4170, 0.2550, -3.8832], [1.5872, -3.5387, 4.7879], [0.1465, 6.7306, 2.0527], [-4.9221, 3.6870, -1.6994], [-5.1717, -2.2406, -3.3937], [-3.5223, -0.6249, -5.5039], [-4.9690, 3.3460, 0.0587], [0.9616, -1.2478, 3.8423], [-3.0531, -0.7330, 2.7358], [0.1732, -4.7394, -2.9468], [1.9300, -1.4504, 4.3184], [0.2949, -3.7914, 0.2687], [-1.2093, 4.5428, 1.5476], [-2.0280, -3.4013, 1.4050], [5.4198, -0.6338, -3.5582], [1.4626, 0.2914, 1.5640], [-4.3414, -2.2552, 1.3291], [0.5815, -4.2155, -2.0785], [2.2283, -3.2251, 3.1043], [-0.5518, -5.4083, -0.7010], [-3.1323, -1.7595, -3.9405], [-2.3616, -3.7051, -0.3644], [-2.4481, -0.4784, 2.0294], [2.2431, -2.9387, 4.1522], [3.7781, 1.2288, -2.2169], [-4.9901, -1.3855, 1.2225], [-0.3414, -4.3504, -0.8602], [-1.1715, -0.9577, -4.1537], [2.7652, 3.6915, 0.7326], [3.3524, -1.1259, -1.3818], [-0.5706, 4.7389, 2.4101], [-0.1652, 3.8108, 2.8037], [-0.4686, 0.8090, -1.2591], [-1.6219, -3.6075, -1.1694], [-3.9624, -2.3884, 3.4148], [1.6038, -4.5579, -1.8991], [-4.3671, 1.2532, -1.2911], [-1.2560, 5.1922, 3.1312], [-1.4574, -2.5234, -1.1521], [0.6338, -1.1143, -0.3206], [0.5417, 5.7028, 2.0649], [4.7785, -0.3471, -2.7246], [1.8899, 0.9434, -0.7254], [5.5557, 2.9413, 1.7420], [0.2118, 2.1775, 0.6373], [-4.3339, 3.3845, -0.8384], [-2.1603, -2.9749, 2.3990], [-2.0439, -3.8666, -2.1367], [3.4684, 3.9140, 2.3904]]
}


# 2
{
  "formula": "C20H56Cl6O24P6",
  "method": "the ωB97M-V functional and the def2-TZVPD basis",
  "relative_energy_kcal_mol": 0.2,
  "multiplicity": 1,
  "total_energy_ha": -7411.2558,
  "smiles": "COP(=O)(OC)OC.COP(=O)(OC)OC.COP(=O)(OC)OC.COP(=O)(OC)OC.COP(=O)(OC)OC.COP(=O)(OC)OC.ClC(Cl)Cl.ClC(Cl)Cl",
  "molar_mass_g_mol": 1079.21,
  "homo_lumo_gap_ev": 10.605,
  "symbols": ["H", "H", "H", "C", "C", "H", "H", "H", "P", "O", "O", "C", "H", "H", "Cl", "H", "H", "O", "H", "H", "H", "H", "O", "H", "H", "O", "Cl", "H", "C", "H", "O", "O", "C", "O", "H", "C", "O", "H", "C", "H", "C", "H", "C", "H", "C", "H", "H", "O", "H", "O", "C", "H", "C", "C", "O", "O", "P", "H", "O", "Cl", "Cl", "H", "C", "H", "O", "H", "O", "H", "H", "H", "H", "P", "H", "O", "O", "O", "H", "H", "H", "H", "H", "H", "H", "O", "O", "H", "C", "H", "P", "H", "H", "P", "H", "O", "O", "H", "H", "H", "P", "H", "H", "H", "C", "C", "Cl", "C", "H", "O", "C", "H", "C", "Cl"],
  "positions_angstrom": [[4.2225, 0.9709, -1.7088], [-1.5560, 5.8797, 3.7403], [1.3051, -4.1301, 3.4598], [1.9054, -4.1320, -1.6106], [4.0709, -0.0689, -1.4277], [3.9721, 6.3848, 6.5291], [-0.8472, -2.8314, -1.0801], [-3.7861, -0.0270, -2.8761], [3.5313, 2.2437, 1.2835], [-1.1799, 1.3709, -5.3138], [-0.8874, -5.8250, -0.2244], [-1.0193, 0.0805, -4.7251], [5.0502, -0.5365, -1.3511], [1.5958, -4.5341, -2.5759], [1.4384, -2.7773, 1.5769], [0.4084, 8.4909, 5.6699], [2.4262, 3.7162, 4.0489], [-2.1903, -7.8393, 0.6805], [1.6052, 1.5676, -3.0042], [-0.9819, 8.7892, 6.7868], [-0.6954, 3.7840, -7.4935], [1.7325, -1.8016, -5.5079], [-0.3669, 6.8442, 6.6909], [3.3711, -0.5715, 2.0301], [-1.2384, -2.5783, -2.7798], [3.2981, -0.6846, -2.4726], [-2.1073, -1.0127, 1.8512], [0.6238, 3.5232, -6.3217], [-4.5246, 0.2147, -2.1140], [3.6111, 6.2320, 4.8049], [2.7914, 2.8432, 0.0273], [2.7008, -2.9530, -1.8056], [2.8155, 0.1438, 2.6316], [-3.4039, -5.6789, 0.0234], [1.1538, 2.9835, -2.0462], [-0.4278, -6.5825, -1.3508], [3.5824, 3.4272, 2.3349], [-6.3408, -2.7457, 0.1758], [0.7830, 2.2408, -2.7461], [-1.2129, 8.0419, 5.2050], [2.3935, 3.8782, 2.9712], [3.4965, 0.4733, 3.4224], [-0.5364, 8.1176, 6.0618], [-0.4594, -0.5363, -5.4269], [1.9142, -2.3571, -4.5879], [-1.8073, -3.7727, 1.0255], [2.3135, 4.9570, 2.8281], [0.3268, 2.9120, -3.9342], [1.9230, -0.2646, 3.0901], [-2.1816, 2.7292, -3.3971], [-5.4910, -3.0515, 0.7882], [0.6581, -6.6486, -1.2656], [-4.0789, -6.2020, -1.1253], [-0.9642, 0.2012, 1.2750], [1.1812, -0.9800, -1.0546], [2.4288, 1.2628, 1.8163], [-4.1397, -2.2571, -1.3390], [-0.6854, -6.0524, -2.2677], [0.7556, 4.6008, 6.9525], [-0.5879, 1.3413, 2.5708], [3.5882, -3.5876, 3.3571], [-0.0882, -0.2908, 0.8645], [3.5218, 3.6586, -0.8863], [-5.4124, 0.6409, -2.5782], [-4.8912, -0.8722, -1.2669], [3.1920, 4.9240, 5.9297], [-1.2891, 3.8026, -5.5309], [-1.9953, -0.3885, -4.5908], [2.9992, -2.3734, -4.4787], [-2.0555, -3.8673, -1.8383], [-1.5755, 4.7671, 5.0892], [2.0395, -1.5488, -2.0934], [-5.0908, -6.4832, -0.8225], [-2.6094, -1.8673, -1.4217], [-4.5816, -3.1772, -2.3896], [-1.9702, -5.6388, 1.9843], [3.5498, 3.1671, -1.8598], [-5.5131, -2.4914, 1.7211], [-0.0964, 5.1395, -6.5202], [-0.0048, 1.6254, -2.3231], [4.5589, 3.8110, -0.5863], [1.5067, -3.3593, -4.7020], [3.0224, 4.6190, -0.9916], [0.2986, 5.5574, 4.6214], [1.9993, 6.6530, 6.0336], [-0.8891, 4.2366, 3.5584], [-1.6575, -2.8534, -1.8113], [-0.8188, -7.5974, -1.3477], [-1.1668, 2.6963, -4.4413], [1.4635, 3.4407, 2.6098], [-2.7984, -3.8100, 2.5082], [0.6734, 5.8018, 6.1396], [-4.0860, 1.0234, -1.5287], [1.2907, -1.7218, -3.4743], [-4.2489, -2.7878, 0.1391], [-1.0303, -3.9333, 2.5976], [2.5139, -4.8483, -1.0707], [1.0180, -3.8861, -1.0286], [-2.1206, -6.3897, 0.6206], [-3.6278, -7.1329, -1.4718], [-0.4880, 0.1107, -3.7777], [-4.1583, -5.4350, -1.8914], [2.0460, -4.0375, 2.6762], [3.2506, 6.0049, 5.8083], [-1.7018, 1.0784, -0.0737], [-0.9850, 5.0887, 4.2267], [-5.5740, -4.1208, 0.9777], [4.8545, 1.6795, 1.0331], [-1.9109, -4.2005, 2.0183], [3.5619, -0.1104, -0.4688], [-0.2938, 4.0708, -6.5238], [2.0926, -5.6003, 1.8572]]
}


# 3
{
  "formula": "C20H56ClN4O4",
  "method": "the ωB97M-V functional and the def2-TZVPD basis",
  "multiplicity": 2,
  "total_energy_ha": -1774.1414,
  "s2": 0.754,
  "charge": 4,
  "molar_mass_g_mol": 452.14,
  "homo_lumo_gap_ev": [8.520, 2.261],
  "symbols": ["C", "H", "H", "H", "H", "H", "H", "H", "C", "H", "H", "H", "H", "H", "O", "H", "C", "C", "H", "C", "C", "H", "H", "H", "H", "H", "H", "H", "H", "C", "C", "N", "H", "H", "H", "H", "C", "N", "H", "C", "H", "H", "H", "C", "H", "C", "H", "H", "H", "H", "H", "H", "H", "H", "N", "H", "H", "C", "C", "H", "H", "O", "H", "C", "H", "C", "H", "H", "H", "C", "C", "H", "H", "C", "N", "H", "H", "H", "O", "Cl", "O", "H", "H", "C", "H"],
  "positions_angstrom": [[-12.4629, 21.8855, 1.2421], [-20.3927, 17.5201, 3.7775], [-16.1693, 20.0014, -4.0221], [-18.9158, 23.6193, 2.2736], [-16.9984, 18.8335, -4.8348], [-15.3932, 14.3586, 3.4774], [-14.1589, 19.5706, 0.5797], [-17.6074, 23.8335, 5.0167], [-15.9439, 25.0303, 3.0577], [-19.1381, 21.7570, -1.9627], [-16.7552, 18.8845, 2.7929], [-16.6157, 20.2610, -5.8222], [-20.3100, 24.8244, 6.3982], [-16.4557, 23.2576, 1.1168], [-16.7504, 15.8402, 3.4061], [-17.5444, 22.6816, 2.8976], [-12.1786, 20.7346, -1.0623], [-18.0484, 23.6474, 2.9330], [-19.8147, 19.1900, 3.8728], [-19.6037, 18.2027, 3.4618], [-19.4022, 25.3204, 6.0548], [-19.0289, 23.0774, 4.6895], [-15.8174, 15.0117, 1.8122], [-15.4514, 25.9042, 2.6313], [-11.3641, 21.3558, -1.4350], [-18.1783, 17.4225, 4.9223], [-17.7721, 23.8635, 0.3388], [-20.3847, 19.7034, -1.0989], [-14.0411, 24.1480, 3.7113], [-17.9983, 16.3179, 2.9902], [-18.2475, 17.5512, 3.8421], [-17.0505, 18.6051, 3.7175], [-18.9924, 18.8004, -4.0680], [-12.0477, 23.8122, -0.6129], [-19.1038, 26.1542, 0.1086], [-10.8360, 24.6119, 0.1399], [-19.5088, 19.0743, -1.2572], [-18.3091, 21.2179, -1.7573], [-18.1626, 26.3943, 3.1027], [-17.9980, 26.0907, 2.0688], [-18.4896, 25.2392, 6.6453], [-16.2445, 25.2882, 4.0732], [-18.6659, 15.4798, 3.1899], [-18.4695, 23.9533, 4.3607], [-17.4419, 21.4627, -2.2135], [-12.1660, 20.4900, 0.5036], [-19.7285, 18.0311, -1.4846], [-17.0845, 19.4460, 4.2759], [-13.3989, 19.7066, 1.9054], [-19.6568, 18.5770, 2.4395], [-12.3911, 24.3951, 1.1332], [-12.5451, 21.5833, 2.2861], [-13.1168, 21.2160, -1.3382], [-12.0238, 19.8269, -1.6456], [-17.1919, 24.7706, 2.2217], [-19.8621, 26.8526, 1.4569], [-19.8812, 25.1519, 1.4078], [-16.8997, 19.9190, -4.8270], [-18.5283, 19.7783, -2.2315], [-17.2886, 26.7618, 1.5847], [-17.4927, 19.4472, -2.1543], [-19.2886, 25.0675, 4.6477], [-13.4084, 22.2939, 0.8852], [-19.0042, 19.8372, -3.7318], [-14.4186, 23.9142, 2.0623], [-14.8657, 23.8689, 3.0553], [-16.8499, 13.9218, 2.5653], [-15.3467, 22.9335, 3.3412], [-19.9805, 20.2636, -3.9623], [-16.1660, 14.7354, 2.8073], [-16.8708, 24.2250, 0.8338], [-18.0565, 21.2095, -0.7794], [-19.7320, 26.3454, 6.2240], [-11.6918, 23.9898, 0.4019], [-13.2305, 19.4255, 0.9500], [-11.1546, 20.1270, 0.6865], [-16.2382, 18.1085, 4.0546], [-16.1868, 24.8360, 0.2448], [-18.1277, 20.5833, -4.5235], [-16.5105, 20.2750, 0.8950], [-11.3407, 22.7599, 0.9356], [-12.8642, 18.4852, 0.9937], [-18.9756, 18.9105, -0.3207], [-19.2389, 26.0024, 1.1795], [-18.1113, 16.5870, 1.9400]]
}